DFT (the ωB97M-V functional and the def2-TZVPD basis) results for a cluster of 2 separate species, C2HBr3 in total.

```
6
Properties=species:S:1:pos:R:3:forces:R:3:nbo_charge:R:1
C -1.375817 -0.317806 0.034864 0.019 0.868 -0.084 -0.245
C -1.342699 0.878252 -0.036854 0.067 0.112 0.095 -0.193
Br 1.943000 -1.781577 -0.172572 -2.983 -3.315 -0.656 0.000
Br -1.259148 2.681114 -0.077092 -0.024 -0.327 -0.034 0.199
Br 3.446387 -0.097300 0.157593 2.967 3.336 0.655 -0.002
H -1.411722 -1.362684 0.094060 -0.046 -0.674 0.025 0.241
```
Forces are in eV/Å.

Its spin multiplicity is 3. The HOMO-LUMO gap (spin up / spin down) comes out at 8.4638 / 6.1989 eV. As for the energy above the lowest of the compared OMol25 structures with the same formula, charge and spin: 0.00 kcal per mole. As for the expectation value of S²: 2.0072. For the energy, the calculation gives -212212.40989 eV.